a | ORCA calculation (ωB97M-V with the def2-TZVPD basis set) on a single C3H5N3 molecule.

Geometry as ORCA input:
```
! wB97M-V def2-TZVPD RIJCOSX def2/J DEFGRID3
* xyz 0 1
N 0.8173 -1.1681 -0.0660
N -0.1576 -0.1841 -0.1322
N 1.7620 0.8946 -0.0202
C 0.4600 1.0087 -0.0908
C -1.6260 -0.3031 0.0272
C 1.9333 -0.4499 -0.0057
H -0.0671 1.9494 -0.0762
H -1.8811 -1.0607 0.7685
H -2.0046 0.6569 0.4082
H -2.1860 -0.5091 -0.8942
H 2.9499 -0.8348 0.0813
*
```

## Properties
Gap between HOMO and LUMO = 10.8442 eV

=====

b | ORCA calculation (ωB97M-V with the def2-TZVPD basis set) on a single C3H5N3 molecule.

Geometry as ORCA input:
```
! wB97M-V def2-TZVPD RIJCOSX def2/J DEFGRID3
* xyz 0 1
N -0.0010 -0.1757 -0.0660
N -1.6727 1.3618 -0.0206
N -2.2699 0.2258 -0.5360
C 1.4876 -0.4209 0.2770
C -0.4234 1.0690 0.2166
C -1.4343 -0.7388 -0.6211
H 0.2002 1.8538 0.6272
H 1.6819 -0.4987 1.3626
H -1.6053 -1.7580 -0.9970
H 2.1458 0.4061 -0.0632
H 1.8911 -1.3245 -0.1796
*
```

## Properties
Gap between HOMO and LUMO = 10.3090 eV

=====

Which of them is most stable? Easy: a.

=====

a | ORCA calculation (ωB97M-V with the def2-TZVPD basis set) on a molecular structure, C6H9N3O2S.

Geometry as ORCA input:
```
! wB97M-V def2-TZVPD RIJCOSX def2/J DEFGRID3
* xyz 0 1
S 2.6007 1.8685 0.2580
O 0.4289 2.4084 -1.2466
O 3.9294 1.3614 0.5956
N 1.8546 -0.7139 -0.2698
N 2.2177 -2.7745 -0.9657
N 2.4808 -1.2658 0.7508
C 0.3382 1.1458 -0.8215
C 1.7244 0.6442 -0.3746
C -0.5849 1.1803 0.4830
C -0.8548 -0.1372 1.0404
C 1.7494 -1.5994 -1.3516
C 2.6557 -2.4726 0.2684
H 0.0273 -0.8185 1.0361
H -0.0682 0.4021 -1.5182
H 0.0784 1.6676 1.2507
H -1.2825 -0.1442 2.0581
H -1.5022 1.6255 0.2756
H 1.4083 -1.2675 -2.2741
H -1.4576 -0.8094 0.4445
H -0.3387 2.8593 -1.0080
H 3.1860 -3.3017 0.7454
*
```

## Properties
Gap between HOMO and LUMO (spin up / spin down) = 8.3605 / 8.3599 eV

=====

b | ORCA calculation (ωB97M-V with the def2-TZVPD basis set) on a single C6H9N3O2S molecule.

Geometry as ORCA input:
```
! wB97M-V def2-TZVPD RIJCOSX def2/J DEFGRID3
* xyz 0 1
S 0.4968 1.9815 0.8607
O 1.7441 -2.8003 0.5383
O 2.0148 -1.9104 -1.4215
N 1.9385 -1.8810 -0.2170
N 1.8760 -0.3163 1.8174
N -0.4329 -0.6585 1.1747
C 0.7678 0.1792 1.0851
C -2.4958 -3.0490 0.2389
C 1.9291 -0.4793 0.3422
C 0.6940 2.2030 -0.9747
C -1.3467 -0.6933 0.0601
C -1.9820 -1.9889 -0.0053
H -2.9404 -3.9124 0.2256
H -0.0458 2.9379 -1.2595
H 0.5220 1.2310 -1.4124
H 1.7073 -1.1558 2.3191
H -0.7839 -0.3687 -0.8655
H -0.9139 -0.8870 2.1117
H 1.6622 2.5595 -1.1901
H 2.6527 0.2267 -0.1609
H -2.1286 -0.0350 0.2053
*
```

## Properties
Gap between HOMO and LUMO = 8.9687 eV

=====

Which of them is most stable? Easy: a.

=====

a | ORCA calculation (ωB97M-V with the def2-TZVPD basis set) on a gas-phase ion, C4H13N3 (charge -1).

Geometry as ORCA input:
```
! wB97M-V def2-TZVPD RIJCOSX def2/J DEFGRID3
* xyz -1 2
N -1.0838 -0.8620 -0.6888
N 1.3022 0.6981 -2.3987
N 0.3499 -1.4063 2.1410
C 0.1455 1.0312 -1.6327
C 0.0248 0.0755 -0.3526
C -0.3616 0.8031 1.0514
C -0.6236 -0.2987 2.0570
H 0.6311 -1.6289 1.0999
H -0.6069 -0.0109 3.0823
H 1.1083 -0.2079 -0.2557
H 2.1158 1.0064 -1.8916
H -1.0153 -1.7951 -0.2900
H -0.9633 -1.2227 -1.7054
H 1.2654 -1.1469 2.4611
H -0.8534 1.0685 -2.1975
H -1.2590 1.3520 0.8579
H 0.0704 2.0055 -1.0678
H 0.5943 1.4069 1.3848
H -1.4921 -0.7590 1.6824
H 1.3158 1.2578 -3.2736
*
```

## Properties
Gap between HOMO and LUMO (spin up / spin down) = 2.6912 / 9.2888 eV

=====

b | ORCA calculation (ωB97M-V with the def2-TZVPD basis set) on a gas-phase ion, C4H13N3 (charge -1).

Geometry as ORCA input:
```
! wB97M-V def2-TZVPD RIJCOSX def2/J DEFGRID3
* xyz -1 2
N -0.5175 -1.6692 -2.2838
N 1.6853 -0.5983 1.3570
N -0.4290 0.1178 -0.7267
C 1.5524 0.8512 1.2813
C -0.9483 0.6190 0.5233
C -1.3123 -0.6807 -1.5627
C 0.1025 1.3588 1.3354
H 2.6456 -0.8688 1.1790
H 1.1537 -1.0922 0.6413
H -0.1698 1.4062 2.3903
H -1.8012 -0.0174 -2.2845
H -0.6794 -2.5621 -1.8242
H -1.7897 1.2721 0.2641
H 0.1107 2.4141 1.0612
H 0.5364 0.0248 -0.9661
H -2.0396 -1.1725 -0.9041
H 2.1125 1.3369 0.4659
H -0.9166 -1.7547 -3.2232
H -1.3060 -0.2461 1.0929
H 2.0102 1.2612 2.1835
*
```

## Properties
Gap between HOMO and LUMO (spin up / spin down) = 2.4184 / 7.9892 eV

=====

Which of them is most stable? Easy: b.

=====

a | ORCA calculation (ωB97M-V with the def2-TZVPD basis set) on a molecular structure, C5H12O4.

Geometry as ORCA input:
```
! wB97M-V def2-TZVPD RIJCOSX def2/J DEFGRID3
* xyz 0 1
O -0.9663 -1.3206 -1.2166
O -0.0230 0.8891 -1.3376
O 1.4192 -1.2832 -0.1805
O -0.9929 -1.1041 1.2038
C -1.2835 -0.5730 -0.0332
C -0.3428 0.6839 -0.1814
C -2.7572 -0.2512 -0.1065
C -0.0905 1.6359 0.8807
C 2.4300 -0.7777 -1.2403
H -2.8131 0.3613 -0.9913
H -3.1107 0.3324 0.6816
H -0.4724 -0.7689 -2.2189
H -0.1254 -1.5856 1.1221
H 3.4682 -1.0307 -0.8533
H 0.7454 1.1683 1.5215
H 0.7315 -1.8190 -0.7864
H -0.9466 1.8158 1.5738
H 2.3678 -1.2003 -2.2637
H 0.3502 2.6836 0.6944
H -3.2276 -1.1073 -0.0566
H 2.3846 0.3077 -1.2869
*
```

## Properties
Gap between HOMO and LUMO = 9.9593 eV

=====

b | ORCA calculation (ωB97M-V with the def2-TZVPD basis set) on 3 unconnected molecules or ions with the total composition C5H12O4.

Geometry as ORCA input:
```
! wB97M-V def2-TZVPD RIJCOSX def2/J DEFGRID3
* xyz 0 1
O 2.4084 -0.1806 -1.6459
O -0.4318 -1.2231 -0.8775
O 3.2192 0.7023 0.2685
O 2.3707 -1.3851 0.3431
C 0.2039 0.7095 0.3416
C 2.2341 -0.1212 -0.2671
C -0.2295 0.1075 -0.8043
C -2.1678 0.9128 0.2002
C -2.7002 -0.1809 1.0833
H -0.3603 -1.5102 -1.7958
H 0.4657 1.7534 0.2991
H 3.3417 -0.4003 -1.8338
H -3.7709 -0.0664 1.3019
H -2.6354 0.9796 -0.7810
H -2.1774 -0.2148 2.0430
H -2.1104 1.9001 0.6527
H 0.1557 0.2104 1.2979
H 1.5726 -1.8862 0.1313
H 3.3893 0.4083 1.1718
H -2.5808 -1.1620 0.6149
H -0.1968 0.6468 -1.7440
*
```

## Properties
Gap between HOMO and LUMO (spin up / spin down) = 6.8950 / 6.7348 eV

=====

Which of them is most stable? Easy: a.

=====

a | ORCA calculation (ωB97M-V with the def2-TZVPD basis set) on 2 unconnected molecules or ions with the total composition C23H27N3O4.

Geometry as ORCA input:
```
! wB97M-V def2-TZVPD RIJCOSX def2/J DEFGRID3
* xyz 0 1
O 2.1844 -4.2384 -5.4448
O -2.0417 3.2921 4.9747
O -2.3652 -1.4596 5.1613
O -1.1169 -0.3422 -4.1590
N 1.4383 -2.8176 -3.9264
N -1.6736 0.6047 4.6833
N 0.9316 -0.0048 -4.8808
C 2.3776 -0.1836 -5.0138
C 0.4524 -1.9296 -3.2937
C -0.4771 -1.3280 3.7985
C -2.2710 4.7000 5.1283
C -0.1121 -3.6780 -5.6484
C -1.8545 0.6962 0.5168
C 0.9530 3.2354 2.7537
C -0.9849 2.8728 4.1892
C 1.5392 -1.1210 2.3404
C -1.8865 -0.7085 0.5112
C -0.9717 -1.4304 -0.2765
C -1.5543 -0.7565 4.5823
C 0.2629 0.9628 3.2679
C 1.2525 -3.5933 -4.9928
C -0.0914 3.7409 3.5316
C 1.1308 1.8575 2.6229
C 0.4243 -0.5067 3.1488
C 0.0555 -0.6898 -4.1328
C 0.9724 -1.5325 -1.9023
C -0.9093 1.3793 -0.2678
C -0.7962 1.4842 4.0456
C 0.0078 0.6588 -1.0539
C -0.0201 -0.7493 -1.0616
H -0.4094 -2.6985 -6.0168
H 1.4850 -0.7800 1.3037
H -3.1472 4.8611 5.7631
H 2.5087 -0.8311 2.7556
H 2.3686 -2.8391 -3.5420
H 1.9506 1.4944 2.0118
H 1.4756 -2.2132 2.3453
H -0.0552 -4.3723 -6.4855
H -0.4123 -2.4070 3.7450
H -2.5537 1.2509 1.1273
H -0.1878 4.8175 3.6106
H 1.2362 -2.4403 -1.3574
H 0.5114 0.7484 -5.4049
H 2.5926 -1.0460 -5.6483
H 1.6328 3.9169 2.2504
H -0.8425 -4.0429 -4.9290
H -2.6144 -1.2320 1.1156
H 0.7299 1.1911 -1.6553
H 2.8167 0.7017 -5.4765
H -2.4351 0.9707 5.2446
H -1.4121 5.1849 5.6033
H -2.4615 5.1713 4.1588
H -1.0022 -2.5103 -0.2754
H -0.4658 -2.4970 -3.1384
H -0.8867 2.4595 -0.2611
H 1.8848 -0.9454 -2.0104
H 2.8370 -0.3280 -4.0359
*
```

## Properties
Gap between HOMO and LUMO = 8.5862 eV

=====

b | ORCA calculation (ωB97M-V with the def2-TZVPD basis set) on a single C23H27N3O4 molecule.

Geometry as ORCA input:
```
! wB97M-V def2-TZVPD RIJCOSX def2/J DEFGRID3
* xyz 0 1
O 2.0209 -1.7244 -6.2068
O -1.7071 2.1066 3.2517
O 1.5006 0.5894 -7.7947
O -1.9778 0.5655 -2.4984
N -1.1597 -1.7781 3.6230
N -0.1196 -0.5303 -1.7467
N -1.1863 0.5241 4.7497
C 1.0257 2.8923 4.6606
C 0.5039 -1.5074 0.3475
C 2.5913 -0.2702 -8.0401
C -0.2886 -0.3692 5.4400
C -1.8624 -0.7249 1.5208
C -0.0867 -1.6523 4.5879
C 2.2517 -1.6925 -7.5975
C -0.9275 -1.4141 2.2964
C -0.4297 -0.8045 -0.4102
C 0.2565 -1.8149 1.6678
C 0.0370 1.3715 -6.1003
C 1.2054 -0.7088 -5.7717
C 0.6437 -0.8180 -4.5079
C -0.2189 0.1624 -4.0338
C 0.6328 1.8007 3.6618
C -0.8776 0.0900 -2.6944
C -0.8482 1.4867 3.8459
C -0.5392 1.2415 -4.8555
C -2.5302 -0.0189 4.7024
C 0.8551 2.2696 2.2255
C 0.9277 0.4098 -6.5648
C -2.4368 -1.4963 4.2398
C -1.6223 -0.4251 0.1950
H -0.0802 -2.5357 5.2374
H 1.2395 0.9077 3.8292
H 1.8885 2.5776 2.0831
H 0.9905 -2.3954 2.2063
H -1.2389 1.9766 -4.4908
H 0.8717 -1.7100 -3.9439
H 1.4322 -1.8282 -0.1065
H -2.5204 -2.1642 5.1039
H -2.3569 0.1189 -0.3735
H 0.8639 2.5651 5.6861
H 3.4742 0.0788 -7.4868
H 0.6246 1.4672 1.5278
H -0.7609 -0.6201 6.3959
H 0.4234 3.7804 4.4859
H 0.1984 3.1069 2.0065
H -2.9928 0.0505 5.6925
H 1.3555 -2.0334 -8.1339
H -2.7927 -0.3890 1.9455
H 2.7885 -0.2233 -9.1120
H 2.0748 3.1548 4.5404
H -3.2395 -1.7458 3.5470
H 0.7977 -0.8417 -2.0332
H -0.1832 2.2122 -6.7382
H 3.0784 -2.3774 -7.7908
H 0.8673 -1.6026 4.0672
H 0.6615 0.1139 5.6579
H -3.0988 0.5960 4.0039
*
```

## Properties
Gap between HOMO and LUMO = 8.0378 eV

=====

c | ORCA calculation (ωB97M-V with the def2-TZVPD basis set) on a single C23H27N3O4 molecule.

Geometry as ORCA input:
```
! wB97M-V def2-TZVPD RIJCOSX def2/J DEFGRID3
* xyz 0 1
O -0.7100 0.9821 1.8120
O 3.3927 -0.8025 1.5540
O -5.9123 -1.7291 -0.5531
O -2.5394 3.4754 -1.5309
N 1.3908 2.5868 0.2118
N -1.8566 2.0140 0.1056
N 3.5338 0.9293 -0.7073
C 3.6412 1.7117 0.4991
C -0.6197 3.9904 -0.1206
C -5.7129 -3.1288 -0.5210
C -3.5254 -1.2660 -0.2747
C -4.8605 -0.8880 -0.3817
C -5.1832 0.4711 -0.3333
C 4.1152 -0.9766 -2.0157
C -5.5219 -3.6627 0.8958
C 3.7744 -0.4398 -0.7721
C 4.3963 -2.3176 -2.1898
C 2.5879 1.5310 -1.6178
C 3.3012 -1.6611 2.6611
C -4.2043 1.4254 -0.1720
C -0.8315 1.8864 1.0268
C 4.3656 -3.1676 -1.1028
C -2.8733 1.0375 -0.0663
C 4.0475 -2.6640 0.1478
C 3.7449 -1.3229 0.3315
C -1.7884 3.1815 -0.6411
C -2.5406 -0.3063 -0.1246
C 2.2867 1.9607 1.1723
C 1.2253 1.7099 -0.9361
C 0.1402 3.0444 0.8051
H 2.4254 2.6408 2.0157
H 4.0611 2.6839 0.2101
H 2.5568 -2.4485 2.5035
H -4.4665 2.4705 -0.1358
H 0.3908 3.5080 1.7631
H -4.6333 -3.2377 1.3558
H 4.1746 -0.3116 -2.8638
H -1.5096 -0.6121 -0.0427
H -0.0038 4.3591 -0.9396
H 4.5876 -4.2178 -1.2148
H -4.8726 -3.4158 -1.1648
H 1.8807 1.0109 1.5460
H -6.6301 -3.5407 -0.9513
H 2.9651 2.5160 -1.9157
H 4.6511 -2.6900 -3.1705
H -6.3821 -3.4004 1.5064
H 4.2676 -2.1155 2.9042
H 4.3213 1.2292 1.1962
H 0.8510 0.7137 -0.6417
H -6.2201 0.7525 -0.4224
H -1.0126 4.8554 0.4159
H -3.2299 -2.3021 -0.3147
H -5.4239 -4.7445 0.8694
H 2.9823 -1.0305 3.4903
H 4.0214 -3.3417 0.9864
H 0.5198 2.1527 -1.6426
H 2.4644 0.9116 -2.5047
*
```

## Properties
Gap between HOMO and LUMO = 8.2033 eV

=====

Which of them is most stable? Easy: a.

=====

a | ORCA calculation (ωB97M-V with the def2-TZVPD basis set) on a single C4H6N2O2 molecule.

Geometry as ORCA input:
```
! wB97M-V def2-TZVPD RIJCOSX def2/J DEFGRID3
* xyz 0 1
O -2.7190 -0.3402 -0.0479
O 2.5681 0.3448 0.2323
N 0.2534 1.7254 -0.1907
N -0.2247 -1.8972 -0.1510
C -1.8608 0.5175 0.1389
C -0.3107 0.4520 -0.1477
C 1.9054 -0.6679 -0.1113
C 0.5074 -0.7271 -0.3758
H 2.3935 -1.5841 -0.0966
H -1.9991 1.6388 0.7093
H 1.2210 1.8542 -0.5631
H -1.2255 -1.6134 -0.1774
H -0.4840 2.7010 -0.2156
H -0.0250 -2.4037 0.9966
*
```

## Properties
Gap between HOMO and LUMO = 6.9428 eV

=====

b | ORCA calculation (ωB97M-V with the def2-TZVPD basis set) on a molecular structure, C4H6N2O2.

Geometry as ORCA input:
```
! wB97M-V def2-TZVPD RIJCOSX def2/J DEFGRID3
* xyz 0 1
O -0.4980 2.3233 1.9830
O -0.9458 1.7094 -0.6171
N 0.7451 -0.7274 1.6782
N 0.2187 1.2004 -1.3835
C -0.3169 -1.2339 -1.1587
C 0.2686 0.2768 0.8128
C 0.0162 0.0918 -0.5729
C -0.1978 1.5158 1.1953
H -0.1370 1.0241 -2.3257
H 1.7529 -0.7626 1.7673
H 0.4860 -1.5660 -1.8242
H -0.4779 -1.9837 -0.3871
H -1.2247 -1.1268 -1.7590
H 0.3107 -0.7411 2.5916
*
```

## Properties
Gap between HOMO and LUMO = 8.6869 eV

=====

Which of them is most stable? Easy: a.